Record 1
C4H8N2O2 | ωB97M-V with the def2-TZVPD basis set

Structure (XYZ):
```
16
Properties=species:S:1:pos:R:3:forces:R:3:nbo_charge:R:1
C 0.80342 0.25330 -2.12235 0.2 -1.2 -0.3 -0.61
C 1.33864 0.51067 -0.72841 -1.9 1.4 0.8 -0.53
C 0.01636 0.77471 -0.07600 0.5 -2.2 4.2 0.75
O -0.71195 1.69520 -0.01772 -0.7 1.3 -1.1 -0.53
N -0.32216 -0.33947 0.93728 0.0 2.4 -1.0 -0.29
C -1.56619 -0.27500 1.74116 0.0 1.2 -2.3 -0.47
N 0.49669 -1.36959 0.96181 -0.6 -0.9 0.8 0.22
O 0.19728 -2.26836 1.73081 0.1 0.4 -0.2 -0.39
H 0.25330 1.03185 -2.55187 -0.3 2.1 -0.3 0.22
H -0.04074 -0.46215 -2.11717 0.9 -0.6 0.2 0.22
H 1.55950 0.00254 -2.82322 0.6 -0.7 -0.7 0.22
H 1.68416 -0.32893 -0.14527 0.8 -0.2 -0.9 0.26
H 1.91253 1.42093 -0.46243 0.0 -0.4 -1.0 0.24
H -1.43458 0.02019 2.74032 0.8 -0.8 1.6 0.22
H -2.25352 0.57023 1.45487 0.9 -1.1 -0.8 0.24
H -1.93275 -1.23612 1.47819 -1.3 -0.8 1.0 0.23
```
Forces are in eV/Å.

Values from the calculation:
SMILES: CCC(=O)N(C)N=O
energy above the lowest of the compared OMol25 structures with the same formula, charge and spin: 103.4 kcal per mole
2S+1: 1
calculated total energy: -11349.6306 eV
E_HOMO: -9.5 eV

***

Record 2
C4H8N2O2S | ωB97M-V with the def2-TZVPD basis set

Structure (XYZ):
```
17
Properties=species:S:1:pos:R:3:forces:R:3:nbo_charge:R:1
C -0.10405 -1.12995 0.26847 0.1 -0.2 -0.4 0.01
C -1.59281 -0.94219 0.03643 0.4 2.8 -2.6 0.05
C -3.70707 -0.27239 -0.68523 1.1 -2.4 1.1 -0.44
C 2.91426 1.81370 0.39121 0.6 -0.2 1.9 -0.91
N -2.26688 -0.18341 -0.77432 2.6 -0.6 1.1 -0.34
N 0.79194 -0.24270 -0.00916 -1.3 -0.9 -0.1 -0.11
O 2.08898 -0.67178 0.24704 -0.5 -0.7 1.1 -0.57
O 4.51009 -0.27605 -0.18417 0.8 -0.5 1.0 -0.93
S 3.22673 0.28578 -0.50142 -0.4 1.3 -2.2 1.53
H 0.08923 -2.17182 0.69769 0.3 1.6 -0.6 0.20
H -2.17385 -1.59017 0.56594 -1.3 -2.1 2.1 0.15
H -4.03356 -0.91843 -1.52802 -0.2 0.0 1.0 0.22
H -4.01209 -0.49647 0.38217 -0.1 -0.7 -1.3 0.18
H -4.11364 0.64566 -0.83856 -1.0 2.8 -0.8 0.21
H 2.78769 1.59391 1.46598 0.6 -0.2 -0.2 0.24
H 1.86706 1.92915 0.13697 0.0 1.3 -0.7 0.26
H 3.72799 2.62717 0.32896 -1.7 -1.3 -0.7 0.27
```
Forces are in eV/Å.

Values from the calculation:
energy above the lowest of the compared OMol25 structures with the same formula, charge and spin: 112.6 kcal per mole
2S+1: 1
calculated total energy: -22183.4733 eV
E_HOMO: -9.2 eV

***

Record 3
C4H8N2O2S | ωB97M-V with the def2-TZVPD basis set

Structure (XYZ):
```
17
Properties=species:S:1:pos:R:3:forces:R:3:nbo_charge:R:1
C 1.81625 -0.39628 -0.09621 1.4 0.1 -0.1 0.05
C -1.10363 0.00848 -1.95691 1.2 -1.8 1.3 -0.67
C -1.00442 -0.35295 1.85683 -2.2 -2.3 -1.8 -0.44
C -1.08344 -0.63523 -0.52051 -0.5 2.0 -0.3 0.13
N -1.00504 0.12089 0.47882 0.0 1.9 0.7 -0.44
N 1.94509 0.87819 -0.25816 0.1 0.1 0.8 0.23
O 2.42536 1.56717 0.96946 -0.8 -0.8 -0.9 -0.56
O 1.59341 1.55996 -1.22733 0.0 -0.2 0.4 -0.42
S 2.37449 -1.86159 -0.23683 -0.7 0.8 0.2 0.21
H -2.05055 -0.29947 -2.43106 0.9 -0.5 -0.5 0.22
H -0.05956 -0.24656 -2.37798 -2.1 0.0 -0.2 0.23
H -1.14531 1.07942 -1.93408 0.1 0.5 0.6 0.24
H -0.42546 0.21270 2.50419 1.1 1.3 1.0 0.19
H -2.05351 -0.43211 2.25792 0.9 0.4 -0.4 0.21
H -0.64067 -1.37494 1.83524 0.3 -0.5 0.5 0.17
H -1.18748 -1.67714 -0.28931 0.0 -1.2 -0.8 0.15
H 1.60447 1.84947 1.42593 0.3 -0.1 -0.4 0.48
```
Forces are in eV/Å.

Values from the calculation:
energy above the lowest of the compared OMol25 structures with the same formula, charge and spin: 157.9 kcal per mole
2S+1: 1
calculated total energy: -22181.5087 eV
E_HOMO: -8.6 eV

***

Record 4
C4H8N2O2S | ωB97M-V with the def2-TZVPD basis set

Structure (XYZ):
```
17
Properties=species:S:1:pos:R:3:forces:R:3:nbo_charge:R:1
C -1.38861 -1.25817 1.28691 -1.9 1.2 -0.5 -0.41
N -0.76601 -0.26680 0.47602 -1.4 1.3 -0.1 -0.42
C -1.43540 1.04300 0.34421 0.5 1.7 -3.3 -0.45
C 0.28923 -0.70610 -0.12651 3.8 2.8 -3.2 0.72
O 0.94831 -1.72170 0.05936 -0.6 0.4 -0.1 -0.65
C 0.98531 0.49773 -1.39216 -1.4 -2.0 0.7 -0.01
S 0.17072 1.03150 -2.73188 -0.3 0.1 0.6 -0.20
N 2.28432 0.62125 -1.29624 0.6 0.1 1.0 -0.28
O 3.03325 0.03010 -0.29316 -1.4 -2.1 1.7 -0.56
H -0.83748 -2.11688 1.22136 0.8 -2.5 -0.5 0.24
H -1.31261 -0.95807 2.25422 0.2 0.9 3.2 0.19
H -2.45293 -1.31615 1.10274 -0.2 -0.4 -0.5 0.21
H -1.89948 1.43349 1.22575 -0.6 -0.8 0.7 0.22
H -0.78930 1.92704 0.08427 0.5 -1.4 0.4 0.24
H -2.07970 1.14005 -0.61426 0.4 -0.8 1.9 0.24
H 2.83898 1.37026 -1.72031 -0.6 -0.6 -0.2 0.41
H 2.41140 -0.75056 0.11969 1.8 2.1 -1.6 0.51
```
Forces are in eV/Å.

Values from the calculation:
SMILES: CN(C)C(=O)C(=S)NO
energy above the lowest of the compared OMol25 structures with the same formula, charge and spin: 86.7 kcal per mole
2S+1: 1
calculated total energy: -22184.5952 eV
E_HOMO: -8.3 eV

***

Record 5
C4H8N2O2S | ωB97M-V with the def2-TZVPD basis set

Structure (XYZ):
```
17
Properties=species:S:1:pos:R:3:forces:R:3:nbo_charge:R:1
C -0.74004 -0.64367 0.29454 0.4 0.8 -0.4 0.66
C 0.88063 0.92995 -0.61888 -0.4 0.9 -2.6 -0.62
C 0.18799 -0.40404 -0.96015 0.2 0.1 0.3 -0.32
C 1.19828 -1.51399 -1.17562 -2.1 -2.4 -3.5 -0.60
N -1.12713 0.57376 0.76315 1.3 0.5 -0.6 -0.49
N -1.94864 0.72547 1.83842 -0.5 1.3 0.9 -0.64
O -1.16751 -1.63802 0.81876 0.3 -1.2 -0.4 -0.60
O 0.15440 2.85005 1.10693 -0.1 -0.6 -0.2 -0.93
S -0.40654 1.99453 0.04775 -0.3 0.5 0.4 1.42
H 1.59214 0.69489 0.10139 1.2 0.1 1.7 0.23
H 1.44672 1.52168 -1.45121 -1.3 -1.3 1.2 0.25
H -0.46491 -0.28838 -1.81048 -0.3 0.0 -0.4 0.23
H 0.63518 -2.51229 -1.02476 1.0 1.4 -0.6 0.24
H 1.87545 -1.48546 -0.43708 2.6 0.1 2.8 0.20
H 1.84389 -1.56466 -2.17500 -1.9 0.4 1.9 0.22
H -1.43114 0.82514 2.69912 0.5 0.2 0.0 0.36
H -2.52877 -0.06497 1.98313 -0.6 -0.9 -0.5 0.38
```
Forces are in eV/Å.

Values from the calculation:
energy above the lowest of the compared OMol25 structures with the same formula, charge and spin: 48.8 kcal per mole
2S+1: 1
calculated total energy: -22186.2378 eV
E_HOMO: -9.2 eV

***

Record 6
C4H8N2O2Si | ωB97M-V with the def2-TZVPD basis set

Structure (XYZ):
```
17
Properties=species:S:1:pos:R:3:forces:R:3:nbo_charge:R:1
C 1.57056 -1.76498 0.25208 -0.3 -0.6 0.1 -0.74
C 0.39243 -1.36082 -0.74360 -0.5 -3.2 -4.2 0.69
O 0.27240 -2.09475 -1.78578 0.5 2.9 4.4 -0.53
N -0.61100 -0.29476 -0.59262 1.7 0.6 2.0 -0.90
C -1.90873 -0.76923 -0.01601 -1.6 -1.3 -1.0 -0.43
Si -0.00909 1.21668 0.09893 0.0 -0.2 0.3 1.57
O 0.21964 2.52797 -1.02719 -0.1 3.2 2.8 -0.80
C 0.34140 3.73359 -0.26360 1.7 0.8 1.4 0.51
N 0.62881 4.67039 0.45697 -1.8 -4.9 -4.0 -0.37
H 1.33730 -2.84610 0.60760 0.3 1.8 -0.8 0.26
H 2.54427 -1.84456 -0.36885 -1.7 0.4 1.1 0.26
H 1.67677 -1.13750 1.19640 0.0 -0.7 -1.5 0.23
H -1.75987 -1.60915 0.77016 -0.2 1.6 -1.1 0.20
H -2.50060 -1.24531 -0.89565 0.9 0.7 1.6 0.22
H -2.56981 0.08983 0.38462 1.4 -1.4 -0.5 0.23
H -0.91947 1.70818 1.15161 -0.2 0.0 -0.3 -0.20
H 1.29499 1.02052 0.77492 0.0 0.0 -0.5 -0.21
```
Forces are in eV/Å.

Values from the calculation:
SMILES: CC(=O)N(C)[SiH2]OC#N
energy above the lowest of the compared OMol25 structures with the same formula, charge and spin: 46.4 kcal per mole
2S+1: 1
calculated total energy: -19228.8654 eV
E_HOMO: -10.4 eV

***

Record 7
C4H8N2O3 | ωB97M-V with the def2-TZVPD basis set

Structure (XYZ):
```
17
Properties=species:S:1:pos:R:3:forces:R:3:nbo_charge:R:1
C 1.50419 0.99233 -0.43859 2.8 2.2 1.6 -0.34
O 1.64969 0.27014 0.92945 -1.5 2.8 -1.4 -0.53
C 0.59571 -0.61094 1.19082 1.9 -0.8 1.8 0.34
C -0.83338 -0.12544 1.07362 0.0 -1.7 0.5 -0.29
N -0.88917 0.26644 -0.31390 -3.6 -0.5 -2.3 -0.19
O -2.26246 0.70252 -0.57664 0.1 -3.6 1.2 -0.59
C -0.68255 -0.88785 -1.20744 -0.8 1.9 0.8 0.14
N 0.03133 -1.81907 -0.81877 2.9 -1.8 0.4 -0.14
O 0.87180 -1.60187 0.29729 -1.7 -3.4 -2.2 -0.38
H 2.32486 1.75794 -0.32609 -1.0 -0.3 0.3 0.19
H 0.53352 1.55395 -0.68077 2.1 -1.4 0.6 0.23
H 2.02830 0.43934 -1.22382 -1.2 -0.8 0.0 0.20
H 0.86788 -1.19049 2.15644 -0.8 1.8 -0.8 0.20
H -1.54229 -1.01069 1.36755 1.0 1.6 -0.6 0.21
H -0.99916 0.72065 1.72671 -0.1 0.2 -0.1 0.23
H -2.28774 1.56762 -0.87003 0.7 2.9 -0.9 0.47
H -0.91053 -1.02459 -2.28583 -1.0 0.9 1.1 0.24
```
Forces are in eV/Å.

Values from the calculation:
SMILES: CO[C@H]1CN(O)C=NO1
energy above the lowest of the compared OMol25 structures with the same formula, charge and spin: 179.4 kcal per mole
2S+1: 1
calculated total energy: -13393.9070 eV
E_HOMO: -9.2 eV

***

Record 8
C4H8N2O5PS | ωB97M-V with the def2-TZVPD basis set

Structure (XYZ):
```
21
Properties=species:S:1:pos:R:3:forces:R:3:nbo_charge:R:1
C 1.86172 -0.35304 0.57898 -0.7 -0.3 -0.9 -0.97
P 0.67703 -1.68477 1.35189 2.1 -1.2 0.9 1.17
O 0.83166 -3.21914 0.50975 -1.5 3.5 -1.7 -0.95
N -0.95780 -1.09921 0.92807 -2.7 0.5 -1.9 -0.64
C -1.18183 0.38701 1.10803 -6.4 -3.5 -2.9 0.00
C -2.74468 0.47706 0.58900 4.4 -2.3 1.1 -0.04
N -3.18215 -0.92768 0.17099 3.9 0.6 1.6 -0.54
C -2.08585 -1.95990 0.38310 0.5 6.6 1.1 0.16
H 2.12342 0.46853 1.39858 -0.6 -1.8 -1.9 0.29
H 2.80163 -0.94899 0.21120 -1.7 1.3 0.8 0.28
H 1.31319 0.10159 -0.35061 1.4 -0.2 1.5 0.33
H 0.61267 -2.97860 -0.45793 0.8 -0.9 1.7 0.48
H -0.44003 1.21503 1.48786 -1.3 -1.9 -1.2 0.35
H -3.34746 1.48586 0.56053 1.0 -2.7 -0.2 0.28
H -4.12380 -1.16471 -0.22934 1.6 0.5 0.7 0.45
H -2.03873 -3.10862 0.16462 -0.2 2.8 0.5 0.29
O 1.14179 2.93412 -0.49642 -1.2 -0.1 1.7 -1.15
S 1.97626 2.66198 -1.68097 0.8 0.8 -1.1 2.59
O 3.24808 2.04944 -1.25597 0.7 -0.8 0.6 -1.13
O 2.25167 3.92533 -2.38888 0.0 0.4 -0.1 -1.10
O 1.26321 1.73869 -2.58248 -0.8 -1.1 -0.4 -1.14
```
Forces are in eV/Å.

Values from the calculation:
2S+1: 1
calculated total energy: -37612.9366 eV
E_HOMO: -2.1 eV
net charge: -1

***

Copy entry 3 word for word.
C4H8N2O2S | ωB97M-V with the def2-TZVPD basis set

Structure (XYZ):
```
17
Properties=species:S:1:pos:R:3:forces:R:3:nbo_charge:R:1
C 1.81625 -0.39628 -0.09621 1.4 0.1 -0.1 0.05
C -1.10363 0.00848 -1.95691 1.2 -1.8 1.3 -0.67
C -1.00442 -0.35295 1.85683 -2.2 -2.3 -1.8 -0.44
C -1.08344 -0.63523 -0.52051 -0.5 2.0 -0.3 0.13
N -1.00504 0.12089 0.47882 0.0 1.9 0.7 -0.44
N 1.94509 0.87819 -0.25816 0.1 0.1 0.8 0.23
O 2.42536 1.56717 0.96946 -0.8 -0.8 -0.9 -0.56
O 1.59341 1.55996 -1.22733 0.0 -0.2 0.4 -0.42
S 2.37449 -1.86159 -0.23683 -0.7 0.8 0.2 0.21
H -2.05055 -0.29947 -2.43106 0.9 -0.5 -0.5 0.22
H -0.05956 -0.24656 -2.37798 -2.1 0.0 -0.2 0.23
H -1.14531 1.07942 -1.93408 0.1 0.5 0.6 0.24
H -0.42546 0.21270 2.50419 1.1 1.3 1.0 0.19
H -2.05351 -0.43211 2.25792 0.9 0.4 -0.4 0.21
H -0.64067 -1.37494 1.83524 0.3 -0.5 0.5 0.17
H -1.18748 -1.67714 -0.28931 0.0 -1.2 -0.8 0.15
H 1.60447 1.84947 1.42593 0.3 -0.1 -0.4 0.48
```
Forces are in eV/Å.

Values from the calculation:
energy above the lowest of the compared OMol25 structures with the same formula, charge and spin: 157.9 kcal per mole
2S+1: 1
calculated total energy: -22181.5087 eV
E_HOMO: -8.6 eV

***

> Look up the 2S+1 of the seventh one.

1